1.
Computed, not measured: the ion C9H15N2O3S with charge -1, with ωB97M-V with the def2-TZVPD basis set.

```
30
Properties=species:S:1:pos:R:3:forces:R:3
C -0.268 0.408 -1.664 1.073 0.098 4.974
C 0.847 -0.878 0.573 1.728 -1.219 1.980
C -0.764 -0.942 -1.198 -1.478 0.656 -0.935
C 0.369 -1.683 -0.646 2.915 -0.432 1.441
C 0.578 0.553 0.824 0.359 3.290 0.101
C 0.495 1.300 -0.551 -0.276 -0.878 -0.714
C 0.160 -3.146 -0.253 -0.955 -0.108 -3.522
C -0.706 0.748 1.687 0.055 -1.881 -1.168
C 0.017 2.738 -0.566 0.628 -0.578 -1.011
N -0.375 0.768 -2.817 -1.161 -0.305 -3.577
N 1.497 -1.497 1.481 -0.740 -2.195 -1.814
O 2.681 2.536 -0.039 -0.218 0.019 -0.693
O 2.909 0.347 -0.888 1.130 -3.121 -0.365
O 2.190 2.115 -2.406 -0.127 -0.052 -0.410
S 2.229 1.570 -1.061 0.223 2.728 1.448
H -1.533 -0.839 -0.389 0.278 -0.095 -0.889
H -1.169 -1.415 -2.098 -0.307 -0.076 0.244
H 1.278 -1.734 -1.301 -0.845 0.680 0.115
H 1.393 1.127 1.478 -1.094 -1.631 -1.822
H -0.848 -3.246 0.099 -0.243 -0.435 1.328
H 1.013 -3.558 0.232 0.065 -0.165 1.077
H 0.082 -3.733 -1.234 0.206 0.701 0.919
H -1.226 1.592 1.240 -0.248 0.246 0.855
H -0.448 0.770 2.765 -0.489 0.288 -0.722
H -1.293 -0.180 1.455 -0.088 0.942 0.791
H 0.551 3.336 0.085 1.048 0.784 2.111
H -0.986 2.956 -0.452 -2.370 -0.045 0.146
H 0.379 3.206 -1.461 -0.320 -0.020 -1.000
H 0.129 1.603 -2.980 0.651 1.318 -0.320
H 1.804 -0.908 2.192 0.600 1.487 1.434
```
Forces are in eV/Å.

Charge   -1
LUMO level   3.3373 eV
Energy relative to the best compared isomer or geometry (same formula, charge and spin)   0.3 kJ/mol
HOMO energy   -5.33 eV
Kohn-Sham gap   8.67 eV
E   -1085.382369 Eh



2.
Computed, not measured: a structure of composition C4H3Br2NO, with ωB97M-V with the def2-TZVPD basis set.

```
11
Properties=species:S:1:pos:R:3:forces:R:3
C 0.124 1.362 -0.092 -0.717 0.310 0.015
C -1.131 0.782 0.023 0.025 0.716 0.178
C -1.162 -0.558 0.309 4.400 -0.899 -0.892
C 0.814 -0.825 -0.114 -4.752 -0.147 0.939
N 1.141 0.455 -0.083 0.645 -0.323 -0.107
O 1.634 -1.784 0.314 0.297 0.446 0.054
Br -2.689 1.890 -0.022 0.385 -0.359 -0.096
Br -2.422 -1.838 -0.119 -0.224 -0.019 -0.032
H 0.328 2.404 -0.236 0.094 0.121 -0.069
H 2.108 0.764 -0.102 -0.101 -0.070 0.142
H 1.254 -2.651 0.122 -0.051 0.224 -0.133
```
Forces are in eV/Å.

Charge   0
LUMO level   0.2540 eV
Energy relative to the best compared isomer or geometry (same formula, charge and spin)   196.5 kJ/mol
HOMO energy   -7.34 eV
Kohn-Sham gap   7.60 eV
E   -5432.114863 Eh



3.
Computed, not measured: a structure of composition C6H18ClN3OPTi, with ωB97M-V with the def2-TZVPD basis set.

```
31
Properties=species:S:1:pos:R:3:forces:R:3
Ti 6.835 -3.305 -1.592 -1.342 0.528 -1.739
Cl 5.167 -2.693 -3.747 1.386 -0.494 1.776
O 1.105 -6.460 -4.073 0.057 -1.182 -0.105
P 2.034 -7.502 -3.563 0.768 0.472 -1.260
N 3.332 -6.813 -2.753 0.075 -1.361 0.476
C 4.550 -6.417 -3.452 -0.421 0.259 -0.300
C 3.082 -6.252 -1.441 0.201 1.578 -0.532
N 2.746 -8.427 -4.829 -0.996 1.233 0.270
C 2.341 -8.220 -6.216 0.296 0.477 -0.164
C 3.791 -9.414 -4.691 -0.278 0.296 -0.036
N 1.311 -8.555 -2.490 0.770 0.585 0.136
C -0.066 -8.918 -2.658 -0.824 -1.253 0.168
C 1.982 -9.198 -1.383 0.793 0.448 0.460
H 4.286 -6.236 -4.493 0.320 -0.110 -0.117
H 5.375 -7.131 -3.387 -0.128 -0.240 0.047
H 4.927 -5.455 -3.095 -0.294 0.022 0.158
H 2.043 -6.411 -1.161 0.198 -0.383 0.397
H 3.164 -5.157 -1.512 -0.127 0.075 -0.137
H 3.835 -6.479 -0.681 -0.264 -0.783 0.079
H 1.751 -7.313 -6.337 -0.416 -0.272 0.327
H 3.185 -8.034 -6.892 0.401 -0.166 0.307
H 1.842 -9.104 -6.620 -0.298 0.047 0.076
H 3.877 -9.728 -3.651 0.234 -0.031 -0.058
H 3.550 -10.277 -5.319 -0.023 -0.147 0.190
H 4.726 -8.997 -5.081 0.213 -0.171 0.282
H -0.203 -9.989 -2.877 0.494 -0.102 -0.162
H -0.605 -8.843 -1.707 -0.129 0.661 -0.101
H -0.577 -8.428 -3.482 0.202 0.574 0.269
H 1.668 -8.824 -0.400 -0.849 -0.310 -0.066
H 3.032 -8.907 -1.299 0.096 -0.209 -0.754
H 1.921 -10.285 -1.442 -0.117 -0.043 0.113
```
Forces are in eV/Å.

Charge   0
LUMO level (alpha / beta)   -1.0649 / -0.9439 eV
Energy relative to the best compared isomer or geometry (same formula, charge and spin)   61.9 kJ/mol
HOMO energy (alpha / beta)   -7.81 / -8.25 eV
Kohn-Sham gap (alpha / beta)   6.75 / 7.31 eV
2S+1   4
E   -2129.860136 Eh



4.
Computed, not measured: a cluster of 2 separate species, C5H9NO3 in total, with ωB97M-V with the def2-TZVPD basis set.

```
18
Properties=species:S:1:pos:R:3:forces:R:3
C -1.824 -1.436 0.453 0.403 -0.216 -0.221
C -1.414 -0.152 -0.201 -1.419 1.537 2.639
C 1.217 0.465 -1.508 0.751 0.575 0.432
C 1.797 1.666 -1.432 -0.256 -0.364 0.197
O -1.870 0.323 -1.194 1.099 -0.259 0.026
H 0.850 0.072 -2.445 -0.190 -0.043 0.022
H -2.461 -1.208 1.306 0.095 0.184 0.025
H -2.390 -2.052 -0.240 0.211 -0.032 -0.130
H -0.940 -1.936 0.847 -0.156 -0.279 -0.003
H 2.177 2.028 -0.486 0.065 -0.127 0.131
H 1.926 2.338 -2.265 -0.212 -0.060 -0.256
N -0.557 0.337 2.068 -0.243 -0.621 -0.213
C 1.311 -0.487 -0.349 1.842 0.125 -1.271
O -0.641 0.715 0.691 -0.907 -0.431 -1.416
O 1.908 -0.276 0.683 -0.497 -0.085 0.035
H -0.557 1.225 2.565 0.075 -0.090 -0.309
H 0.364 -0.097 2.185 -0.050 0.343 -0.159
H 1.104 -1.523 -0.678 -0.612 -0.157 0.470
```
Forces are in eV/Å.

Charge   0
LUMO level   0.0136 eV
Energy relative to the best compared isomer or geometry (same formula, charge and spin)   415.9 kJ/mol
HOMO energy   -9.71 eV
Kohn-Sham gap   9.72 eV
E   -476.285751 Eh



5.
Computed, not measured: the molecule C5H10N2O4, with ωB97M-V with the def2-TZVPD basis set.

```
21
Properties=species:S:1:pos:R:3:forces:R:3
C 1.685 0.199 0.341 0.122 -2.613 0.983
C 0.863 1.468 0.059 -2.649 -1.515 -3.731
C 2.003 -0.895 -0.797 -1.486 3.056 -0.403
C -1.288 0.096 0.282 1.214 0.971 2.606
C -2.695 0.275 -0.110 3.079 -0.532 -2.181
H 0.630 -0.132 2.014 -0.980 0.541 2.145
H 0.771 -1.671 1.304 0.942 1.871 -0.614
H 2.626 0.682 0.669 0.139 -0.918 0.289
H 2.757 -0.286 -1.257 0.155 -0.192 -2.181
H 2.564 -1.763 -0.462 -0.737 -0.149 0.568
H 0.407 -0.592 -1.978 -0.810 2.487 -1.331
H -0.895 1.942 -0.906 -0.358 -0.538 0.778
H -1.334 0.219 1.447 0.588 -0.198 -1.797
H -0.753 -0.841 0.030 -1.422 0.278 0.234
H -3.491 -0.974 0.991 0.343 -1.193 1.777
N 0.979 -0.647 1.281 1.252 -0.938 0.470
N -0.473 1.161 -0.398 1.629 -0.224 1.992
O 1.299 2.564 -0.187 0.755 0.006 0.790
O 0.767 -1.288 -1.504 3.352 -2.406 2.216
O -2.791 1.038 -0.996 -2.637 2.804 -2.541
O -3.632 -0.555 0.175 -2.494 -0.596 -0.071
```
Forces are in eV/Å.

Charge   0
LUMO level   0.2069 eV
Energy relative to the best compared isomer or geometry (same formula, charge and spin)   337.9 kJ/mol
HOMO energy   -8.98 eV
Kohn-Sham gap   9.18 eV
E   -606.900800 Eh



6.
Computed, not measured: the ion C3H6NO with charge -1, with ωB97M-V with the def2-TZVPD basis set.

```
11
Properties=species:S:1:pos:R:3:forces:R:3
C 1.328 0.656 -0.488 1.438 -0.895 -0.695
C 1.015 -0.674 -0.620 -3.112 -0.253 -0.245
C -1.341 -0.434 0.440 -0.015 -1.897 -2.564
N -0.563 -1.203 -0.595 3.181 3.601 -0.310
O -0.668 -2.479 -0.431 -0.281 -2.179 0.571
H 2.226 1.202 -0.954 -1.108 -1.196 0.852
H 0.687 1.298 0.100 -0.334 0.102 -0.235
H 1.571 -1.590 -0.983 -0.396 1.533 0.146
H -2.326 -0.828 0.418 -0.868 -0.877 0.135
H -0.889 -0.596 1.336 1.089 -0.349 3.036
H -1.500 0.567 0.243 0.406 2.409 -0.692
```
Forces are in eV/Å.

Charge   -1
LUMO level (alpha / beta)   4.5365 / 4.5365 eV
Energy relative to the best compared isomer or geometry (same formula, charge and spin)   122.3 kJ/mol
HOMO energy (alpha / beta)   -1.06 / -1.06 eV
Kohn-Sham gap (alpha / beta)   5.59 / 5.59 eV
E   -247.757800 Eh



7.
Computed, not measured: the ion C5H10N with charge +1, with ωB97M-V with the def2-TZVPD basis set.

```
16
Properties=species:S:1:pos:R:3:forces:R:3
C -2.622 -0.801 0.085 -0.689 -0.355 0.101
C -0.444 0.350 -0.246 0.535 0.111 -0.218
C -0.273 1.775 0.110 -0.151 0.456 0.203
C 1.563 -0.955 0.380 -0.007 0.030 -0.018
C 0.719 -0.418 -0.784 0.169 -0.331 -0.042
N -1.542 -0.222 -0.072 0.048 0.032 -0.015
H -2.842 -1.328 1.008 0.101 -0.001 0.113
H -3.376 -0.791 -0.695 0.030 0.066 -0.130
H -0.169 2.355 -0.810 0.009 -0.056 -0.056
H -1.114 2.165 0.678 0.022 -0.004 0.000
H 0.650 1.909 0.673 0.023 -0.059 0.006
H 0.987 -1.633 1.003 -0.034 -0.065 0.065
H 2.409 -1.502 -0.026 0.057 -0.024 0.000
H 1.947 -0.149 0.999 0.059 0.053 0.085
H 1.330 0.248 -1.393 -0.125 0.033 -0.047
H 0.377 -1.254 -1.394 -0.047 0.115 -0.046
```
Forces are in eV/Å.

Charge   +1
LUMO level   -4.3589 eV
Energy relative to the best compared isomer or geometry (same formula, charge and spin)   53.9 kJ/mol
HOMO energy   -16.46 eV
Kohn-Sham gap   12.10 eV
E   -250.984782 Eh



8.
Computed, not measured: a structure of composition C2Br2FN, with ωB97M-V with the def2-TZVPD basis set.

```
6
Properties=species:S:1:pos:R:3:forces:R:3
C -1.560 0.042 -0.545 4.175 -0.499 2.961
C 0.804 -0.126 0.520 -2.337 3.149 1.006
N -2.452 0.159 -1.234 -2.434 0.308 -1.869
F 0.609 0.159 1.870 0.482 -2.038 -3.449
Br 1.375 1.472 -0.316 0.033 -0.772 0.365
Br 1.224 -1.706 -0.297 0.081 -0.148 0.986
```
Forces are in eV/Å.

Charge   0
LUMO level (alpha / beta)   -2.7526 / -2.7849 eV
Energy relative to the best compared isomer or geometry (same formula, charge and spin)   376.5 kJ/mol
HOMO energy (alpha / beta)   -10.14 / -10.08 eV
Kohn-Sham gap (alpha / beta)   7.39 / 7.30 eV
E   -5378.672293 Eh



9.
Computed, not measured: a structure of composition C5H8N2, with ωB97M-V with the def2-TZVPD basis set.

```
15
Properties=species:S:1:pos:R:3:forces:R:3
C -0.410 -1.047 1.214 0.026 0.034 -0.058
C -0.340 1.343 -0.041 0.235 -0.284 -0.046
C -0.051 -0.320 -0.062 0.144 0.270 0.123
C 1.445 0.456 -0.218 -0.244 -0.112 -0.021
C -0.226 -0.946 -1.279 -0.044 0.119 0.001
N 0.901 1.753 -0.312 -0.072 -0.066 -0.002
N -1.510 1.789 0.127 -0.082 -0.090 -0.104
H -1.630 2.725 -0.260 0.098 -0.027 0.061
H -1.494 -1.019 1.339 0.031 -0.004 -0.007
H 0.026 -0.552 2.083 0.001 -0.004 -0.037
H -0.083 -2.089 1.204 -0.016 0.045 -0.017
H 1.818 0.143 0.764 -0.029 0.057 0.003
H 2.158 0.148 -0.993 -0.077 0.013 0.038
H 0.022 -0.433 -2.200 0.014 0.021 0.033
H -0.626 -1.952 -1.366 0.015 0.026 0.035
```
Forces are in eV/Å.

Charge   0
LUMO level (alpha / beta)   -0.9726 / -1.6160 eV
Energy relative to the best compared isomer or geometry (same formula, charge and spin)   468.4 kJ/mol
HOMO energy (alpha / beta)   -8.52 / -7.92 eV
Kohn-Sham gap (alpha / beta)   7.54 / 6.31 eV
E   -304.657103 Eh